2 unconnected molecules or ions with the total composition C2H5O2 at a distorted geometry. Source: OMol25; level of theory: ωB97M-V with the def2-TZVPD basis set.

Values from the calculation:
- E_tot (a.u.) = -229.683997
- total charge = -1
- E_HOMO (eV) = -2.67
- orbital gap (eV) = 7.463
- energy above the lowest of the compared OMol25 structures with the same formula, charge and spin (kcal per mole) = 25.8

Atoms and positions in Å:
O1 -0.52 -0.38 -2.28
H1 -0.37 -1.35 -2.50
O2 1.14 -0.47 -0.16
C1 0.71 -0.01 0.98
C2 -0.47 0.61 1.16
H2 1.46 0.07 1.83
H3 -1.07 0.73 0.22
H4 -0.89 1.11 2.11
H5 0.01 -0.31 -1.37

=====

2 unconnected molecules or ions with the total composition C2H3Cl at a distorted geometry. Source: OMol25; level of theory: ωB97M-V with the def2-TZVPD basis set.

Values from the calculation:
- E_tot (a.u.) = -538.026756
- E_HOMO (eV) = -9.96
- orbital gap (eV) = 9.791
- energy above the lowest of the compared OMol25 structures with the same formula, charge and spin (kcal per mole) = 88.9

Atoms and positions in Å:
C1 0.39 0.42 -0.06
C2 -0.44 -0.59 0.14
Cl1 -2.04 0.01 0.08
H1 2.30 0.28 -0.14
H2 0.16 1.48 -0.34
H3 -0.37 -1.60 0.31

=====

A molecular structure, C4H11BClF4ScSr at a distorted geometry. Source: OMol25; level of theory: ωB97M-V with the def2-TZVPD basis set.

Values from the calculation:
- E_tot (a.u.) = -1835.077886
- total charge = -2
- E_HOMO (eV) = 0.58
- orbital gap (eV) = 4.128

Atoms and positions in Å:
Sc1 0.09 -1.04 0.78
Cl1 0.10 1.30 0.11
C1 -1.68 -1.43 1.96
H1 -1.84 -2.16 2.77
H2 -2.28 -1.78 1.09
H3 -2.12 -0.50 2.36
Sr1 0.26 0.86 -2.51
C2 -2.40 0.62 -3.14
C3 2.91 1.42 -2.32
C4 0.54 -1.56 -1.30
H4 3.60 0.91 -1.63
H5 3.28 1.28 -3.34
H6 2.89 2.50 -2.08
H7 -3.11 -0.12 -2.69
H8 -2.80 1.64 -2.95
H9 -2.39 0.44 -4.23
H10 -0.07 -2.32 -1.85
H11 1.48 -2.10 -1.60
F1 1.02 -0.52 2.32
B1 0.65 0.63 4.56
F2 1.36 -0.46 4.87
F3 1.24 1.71 4.01
F4 -0.69 0.67 4.81

=====

C17H22N2OS in the gas phase. Source: OMol25; level of theory: ωB97M-V with the def2-TZVPD basis set.

Values from the calculation:
- E_tot (a.u.) = -1243.953522
- E_HOMO (eV) = -8.60
- orbital gap (eV) = 9.150
- SMILES = CCc1cccc(CC)c1NC(=O)CNCc1cccs1
- energy above the lowest of the compared OMol25 structures with the same formula, charge and spin (kcal per mole) = 0.7

Atoms and positions in Å:
C1 -0.66 3.39 2.36
H1 -0.35 4.42 2.47
H2 -0.77 3.18 1.30
H3 -1.63 3.26 2.84
C2 0.38 2.46 3.00
C3 -0.04 1.02 2.89
C4 -0.44 0.34 4.03
C5 -0.90 -0.96 3.97
C6 -0.96 -1.62 2.75
C7 -0.55 -0.98 1.59
C8 -0.08 0.34 1.67
N1 0.32 0.98 0.47
C9 1.53 1.52 0.19
O1 2.47 1.58 0.95
C10 1.57 2.12 -1.22
N2 0.78 1.34 -2.15
H4 0.54 1.89 -2.96
C11 1.44 0.12 -2.57
C12 0.48 -0.75 -3.30
C13 0.72 -1.81 -4.13
C14 -0.46 -2.41 -4.62
C15 -1.58 -1.80 -4.17
S1 -1.22 -0.47 -3.13
H5 -2.60 -2.03 -4.38
H6 -0.46 -3.25 -5.28
H7 1.71 -2.15 -4.37
H8 1.79 -0.40 -1.67
H9 2.33 0.30 -3.20
H10 2.63 2.22 -1.51
H11 1.15 3.13 -1.15
H12 -0.29 0.87 -0.34
C16 -0.58 -1.65 0.24
H13 0.42 -1.58 -0.20
C17 -1.00 -3.12 0.24
H14 -2.02 -3.23 0.60
H15 -0.97 -3.50 -0.78
H16 -0.34 -3.72 0.85
H17 -1.27 -1.10 -0.41
H18 -1.32 -2.63 2.71
H19 -1.21 -1.47 4.87
H20 -0.41 0.85 4.98
H21 0.48 2.72 4.05
H22 1.35 2.60 2.52

=====

C8H17N3 in the gas phase at a distorted geometry. Source: OMol25; level of theory: ωB97M-V with the def2-TZVPD basis set.

Values from the calculation:
- E_tot (a.u.) = -479.157956
- E_HOMO (eV) = -7.84
- orbital gap (eV) = 8.615
- SMILES = CCN=C=NCCCN(C)C
- energy above the lowest of the compared OMol25 structures with the same formula, charge and spin (kcal per mole) = 49.1

Atoms and positions in Å:
C1 2.48 -1.91 1.01
N1 3.56 -2.36 0.63
N2 1.43 -1.44 1.20
N3 -1.70 2.48 1.29
C2 -2.68 1.73 2.09
C3 -1.88 3.90 1.10
C4 3.08 -1.83 -1.91
C5 4.06 -1.82 -0.67
C6 1.15 -0.01 0.78
C7 -0.30 1.95 1.10
C8 -0.22 0.42 1.15
H1 -3.66 2.08 1.87
H2 -2.43 1.93 3.08
H3 -2.57 0.65 1.97
H4 -2.16 4.37 2.04
H5 -2.67 4.08 0.43
H6 -1.06 4.44 0.54
H7 3.64 -1.86 -2.86
H8 2.49 -0.95 -1.90
H9 2.43 -2.75 -1.97
H10 4.61 -0.91 -0.53
H11 4.76 -2.57 -1.06
H12 1.40 0.10 -0.28
H13 1.81 0.65 1.34
H14 -0.16 2.01 0.03
H15 0.54 2.43 1.69
H16 -0.89 -0.07 0.49
H17 -0.26 0.07 2.14

=====

2 unconnected molecules or ions with the total composition C19H39FN4O4PS2 at a distorted geometry. Source: OMol25; level of theory: ωB97M-V with the def2-TZVPD basis set.

Values from the calculation:
- E_tot (a.u.) = -2504.727273
- total charge = +1
- E_HOMO (eV) = -11.00
- orbital gap (eV) = 8.527

Atoms and positions in Å:
C1 -1.47 5.86 0.69
C2 -2.15 5.87 -0.69
N1 -2.85 4.56 -0.89
C3 -4.32 4.73 -0.90
C4 -4.77 5.05 0.53
C5 -2.36 4.03 -2.11
S1 -3.03 4.27 -3.56
S2 -0.88 3.06 -1.87
C6 0.19 3.64 -3.22
C7 1.56 4.26 -2.78
C8 1.80 4.40 -1.29
N2 2.12 3.14 -0.60
C9 1.99 2.92 0.70
C10 1.51 3.85 1.77
N3 2.36 1.68 0.99
C11 2.79 1.03 -0.16
C12 3.29 -0.36 -0.32
C13 2.42 -1.36 0.46
C14 2.70 -2.79 -0.05
C15 1.61 -3.33 -0.98
N4 1.18 -2.27 -1.90
C16 2.64 1.96 -1.12
F1 2.94 1.78 -2.39
H1 -2.22 6.04 1.47
H2 -0.64 6.56 0.76
H3 -1.15 4.83 0.85
H4 -2.87 6.68 -0.77
H5 -1.35 5.99 -1.43
H6 -4.75 3.78 -1.21
H7 -4.62 5.57 -1.52
H8 -5.86 5.03 0.54
H9 -4.37 4.34 1.25
H10 -4.46 6.07 0.78
H11 -0.38 4.38 -3.78
H12 0.40 2.79 -3.86
H13 1.57 5.28 -3.17
H14 2.35 3.74 -3.29
H15 0.97 4.88 -0.78
H16 2.65 5.08 -1.17
H17 0.90 3.28 2.48
H18 0.91 4.65 1.36
H19 2.34 4.29 2.31
H20 2.34 1.23 1.89
H21 3.23 -0.63 -1.37
H22 4.32 -0.42 0.04
H23 2.65 -1.29 1.53
H24 1.37 -1.12 0.34
H25 3.63 -2.78 -0.62
H26 2.88 -3.48 0.78
H27 2.05 -4.11 -1.60
H28 0.77 -3.80 -0.45
H29 0.39 -1.76 -1.53
H30 0.88 -2.65 -2.79
C17 -3.13 -5.97 1.75
O1 -2.18 -6.83 2.40
P1 -0.82 -7.21 1.60
O2 -1.24 -8.05 0.46
O3 -0.23 -8.06 2.84
C18 -0.87 -9.28 3.20
O4 0.61 -6.58 1.19
C19 1.74 -7.46 1.15
H31 -3.82 -5.60 2.50
H32 -2.63 -5.11 1.29
H33 -3.67 -6.53 0.99
H34 -1.41 -9.71 2.36
H35 -1.56 -9.11 4.02
H36 -0.10 -9.98 3.52
H37 1.48 -8.40 0.68
H38 2.12 -7.64 2.16
H39 2.51 -6.95 0.57

=====

A molecular structure, C11H32ErN2O5P2 at a distorted geometry. Source: OMol25; level of theory: ωB97M-V with the def2-TZVPD basis set.

Values from the calculation:
- multiplicity = 4
- E_tot (a.u.) = -2621.502564
- total charge = +1
- E_HOMO (alpha / beta) (eV) = -9.65 / -9.62
- orbital gap (alpha / beta) (eV) = 5.216 / 5.177
- expectation value of S² = 3.753

Atoms and positions in Å:
O1 2.79 0.63 -1.46
H1 3.43 1.37 -1.62
Er1 1.14 0.09 -0.26
N1 -1.19 -0.21 -1.04
N2 0.85 -1.22 -2.10
O2 -2.38 0.31 -0.47
O3 2.09 -1.67 -2.70
C1 -1.39 -0.80 -2.25
C2 -0.24 -1.35 -2.86
C3 -2.72 -0.82 -2.93
C4 -0.17 -1.81 -4.25
H2 -3.44 -0.11 -2.49
H3 -3.14 -1.84 -2.92
H4 -2.58 -0.50 -3.98
H5 0.87 -2.01 -4.52
H6 -0.59 -1.02 -4.88
H7 -0.76 -2.72 -4.37
H8 -3.05 -0.40 -0.64
H9 2.59 -0.80 -2.80
O4 2.27 -2.04 0.04
H10 2.67 -2.64 0.69
H11 2.59 -2.28 -0.87
C5 0.91 2.14 -0.95
H12 0.58 2.79 -0.14
H13 0.07 1.86 -1.63
H14 1.61 2.71 -1.58
O5 -2.50 3.28 1.09
H15 -2.84 2.49 0.51
H16 -2.31 4.03 0.45
C6 1.80 2.75 3.08
P1 2.36 1.26 2.16
C7 4.07 1.62 1.64
C8 2.53 0.00 3.50
C9 1.23 -0.72 3.85
P2 -0.11 -0.50 2.58
C10 -1.09 -2.02 2.85
C11 -1.18 0.75 3.39
H17 2.21 3.63 2.57
H18 0.71 2.82 3.08
H19 2.16 2.74 4.12
H20 4.81 1.16 2.31
H21 4.20 1.23 0.61
H22 4.22 2.70 1.62
H23 3.27 -0.71 3.13
H24 2.97 0.50 4.36
H25 1.40 -1.81 3.91
H26 0.82 -0.40 4.82
H27 -1.63 -2.04 3.81
H28 -1.82 -2.08 2.03
H29 -0.44 -2.90 2.78
H30 -1.34 1.60 2.72
H31 -0.74 1.11 4.33
H32 -2.16 0.30 3.60

=====

A molecular structure, C23H41N2P3PtS at a distorted geometry. Source: OMol25; level of theory: ωB97M-V with the def2-TZVPD basis set.

Values from the calculation:
- multiplicity = 5
- E_tot (a.u.) = -2550.453476
- total charge = +4
- E_HOMO (alpha / beta) (eV) = -18.17 / -19.75
- orbital gap (alpha / beta) (eV) = 7.213 / 4.043
- expectation value of S² = 6.027
- energy above the lowest of the compared OMol25 structures with the same formula, charge and spin (kcal per mole) = 0.0

Atoms and positions in Å:
Pt1 0.63 0.63 0.34
P1 0.69 1.41 2.68
P2 2.74 -0.43 -0.39
P3 -0.51 -1.38 0.69
H1 -0.40 1.60 -2.09
C1 -0.86 1.01 -1.29
C2 -1.25 1.69 -0.09
H2 -1.08 2.76 -0.03
C3 1.11 3.12 3.23
C4 1.99 0.47 3.60
C5 -0.90 1.23 3.52
C6 2.68 -1.02 -2.11
C7 4.41 0.37 -0.47
C8 3.16 -1.87 0.66
C9 -2.33 -1.27 0.91
C10 0.03 -2.25 2.22
C11 -0.27 -2.59 -0.67
H3 -1.45 0.14 -1.63
H4 -2.10 1.32 0.48
H5 0.51 3.86 2.68
H6 2.18 3.36 3.10
H7 0.87 3.20 4.30
H8 2.98 0.66 3.15
H9 1.79 -0.61 3.57
H10 2.00 0.82 4.64
H11 -1.62 1.87 3.01
H12 -0.79 1.57 4.55
H13 -1.27 0.20 3.51
H14 3.63 -1.51 -2.36
H15 2.56 -0.15 -2.76
H16 1.85 -1.72 -2.28
H17 5.13 -0.34 -0.91
H18 4.78 0.63 0.54
H19 4.38 1.28 -1.08
H20 4.14 -2.26 0.35
H21 2.42 -2.68 0.56
H22 3.22 -1.56 1.71
H23 -2.76 -2.27 1.10
H24 -2.80 -0.85 0.01
H25 -2.56 -0.63 1.77
H26 -0.46 -3.24 2.27
H27 -0.26 -1.68 3.11
H28 1.11 -2.40 2.23
H29 -0.87 -3.49 -0.50
H30 0.79 -2.88 -0.76
H31 -0.59 -2.14 -1.62
C12 -4.76 -3.46 -2.97
C13 -4.70 -4.18 -4.17
C14 -5.63 -3.94 -5.18
C15 -6.65 -3.00 -5.00
C16 -6.73 -2.29 -3.79
C17 -5.80 -2.52 -2.78
S1 -3.59 -3.68 -1.70
H32 -2.80 -4.59 -2.32
H33 -3.91 -4.91 -4.30
H34 -5.57 -4.50 -6.12
H35 -7.37 -2.81 -5.79
H36 -7.52 -1.55 -3.64
H37 -5.86 -1.98 -1.84
N1 4.95 6.79 1.50
C18 4.18 6.05 1.03
C19 3.34 4.97 0.55
C20 2.05 5.12 0.04
C21 1.30 3.97 -0.23
N2 1.73 2.75 0.15
C22 2.91 2.66 0.75
C23 3.83 3.70 0.80
H38 1.61 6.10 -0.11
H39 0.34 4.05 -0.76
H40 3.16 1.74 1.27
H41 4.85 3.53 1.15

=====

6 unconnected molecules or ions with the total composition C33H27NO25S. Source: OMol25; level of theory: ωB97M-V with the def2-TZVPD basis set.

Values from the calculation:
- E_tot (a.u.) = -3607.474544
- E_HOMO (eV) = -9.40
- orbital gap (eV) = 7.795

Atoms and positions in Å:
N1 5.16 4.24 3.95
C1 4.86 3.23 3.25
C2 4.70 1.86 3.85
O1 4.12 0.86 3.01
S1 2.69 1.29 2.37
O2 2.48 0.29 1.37
O3 1.63 0.86 3.60
C3 0.93 1.98 4.07
O4 0.34 2.60 2.96
O5 -0.20 3.87 3.34
H1 5.25 3.99 4.94
H2 4.75 3.40 2.18
H3 4.14 1.96 4.79
H4 5.68 1.48 4.12
H5 0.18 1.63 4.78
H6 1.62 2.68 4.56
H7 0.31 4.16 4.11
C4 -3.68 2.08 -0.25
C5 -2.85 2.93 0.37
C6 -3.14 4.40 0.48
O6 -2.34 5.09 1.07
C7 -4.35 4.91 -0.15
C8 -5.18 4.06 -0.78
C9 -4.90 2.58 -0.85
O7 -5.72 1.87 -1.41
O8 -6.30 4.45 -1.36
O9 -1.72 2.52 0.94
H8 -3.48 1.03 -0.32
H9 -4.55 5.97 -0.08
H10 -6.72 3.65 -1.73
H11 -1.31 3.31 1.35
C10 -3.23 -2.25 2.74
C11 -2.64 -3.45 2.84
C12 -1.27 -3.72 2.27
O10 -0.81 -4.83 2.42
C13 -0.58 -2.65 1.58
C14 -1.17 -1.44 1.48
C15 -2.53 -1.17 2.07
O11 -2.99 -0.05 1.94
O12 -0.58 -0.43 0.86
O13 -3.20 -4.50 3.43
H12 -4.21 -2.05 3.14
H13 0.39 -2.86 1.17
H14 -1.17 0.35 0.92
H15 -2.56 -5.23 3.36
C16 7.19 3.10 -0.48
C17 8.34 2.93 -1.16
C18 9.18 4.09 -1.61
O14 10.21 3.83 -2.20
C19 8.72 5.43 -1.33
C20 7.57 5.61 -0.66
C21 6.74 4.45 -0.18
O15 5.72 4.71 0.43
O16 7.08 6.80 -0.35
O17 8.82 1.74 -1.48
H16 6.58 2.27 -0.16
H17 9.33 6.26 -1.67
H18 6.25 6.63 0.14
H19 9.66 1.91 -1.95
C22 1.51 -8.18 -0.55
C23 1.59 -9.51 -0.50
C24 1.13 -10.29 0.70
O18 1.23 -11.51 0.65
C25 0.60 -9.56 1.84
C26 0.51 -8.23 1.79
C27 0.96 -7.44 0.58
O19 0.84 -6.24 0.60
O20 0.03 -7.53 2.81
O21 2.08 -10.26 -1.48
H20 1.84 -7.61 -1.41
H21 0.28 -10.14 2.70
H22 0.02 -6.57 2.61
H23 2.02 -11.18 -1.17
C28 -6.09 -0.69 -5.91
C29 -6.76 -0.37 -7.03
C30 -7.26 1.02 -7.28
O22 -7.85 1.22 -8.33
C31 -7.03 2.04 -6.27
C32 -6.36 1.72 -5.15
C33 -5.83 0.33 -4.91
O23 -5.20 0.12 -3.89
O24 -6.12 2.61 -4.20
O25 -7.04 -1.24 -7.99
H24 -5.72 -1.69 -5.73
H25 -7.40 3.03 -6.46
H26 -5.69 2.19 -3.44
H27 -7.53 -0.74 -8.67

=====

A molecular structure, C27H33ClGaN2O5 at a distorted geometry. Source: OMol25; level of theory: ωB97M-V with the def2-TZVPD basis set.

Values from the calculation:
- E_tot (a.u.) = -3919.388814
- total charge = -1
- E_HOMO (alpha / beta) (eV) = -0.48 / -1.65
- orbital gap (alpha / beta) (eV) = 2.775 / 3.950
- energy above the lowest of the compared OMol25 structures with the same formula, charge and spin (kcal per mole) = 0.0

Atoms and positions in Å:
Ga1 -1.66 -0.46 -0.25
Cl1 -3.41 -1.33 0.74
N1 -0.34 1.58 -0.32
N2 -0.46 -2.22 -0.21
C1 -0.96 2.38 -1.15
C2 -0.75 -3.04 -1.17
C3 1.03 2.14 -0.15
C4 0.85 3.59 -0.61
C5 1.99 1.41 -1.08
C6 1.53 2.11 1.28
H1 1.63 1.50 -2.12
H2 2.04 0.35 -0.81
H3 2.99 1.87 -1.00
H4 0.84 2.66 1.93
H5 2.51 2.62 1.31
H6 1.66 1.09 1.65
C7 0.58 -2.86 0.66
C8 0.89 -4.15 -0.10
C9 0.01 -3.22 2.02
C10 1.78 -1.95 0.77
H7 2.19 -1.76 -0.23
H8 2.55 -2.42 1.39
H9 1.48 -1.00 1.24
H10 -0.86 -3.87 1.89
H11 -0.28 -2.33 2.58
H12 0.78 -3.76 2.58
O1 -0.04 -4.16 -1.23
H13 0.69 -5.06 0.49
H14 1.91 -4.19 -0.51
O2 -0.38 3.56 -1.40
H15 1.65 3.96 -1.25
H16 0.67 4.27 0.23
C11 -2.18 2.06 -1.94
C12 -1.79 -2.82 -2.22
C13 -1.49 -1.51 -2.90
H17 -2.75 -2.79 -1.69
H18 -1.80 -3.68 -2.90
C14 -1.71 -0.35 -2.19
C15 -1.74 0.90 -2.78
H19 -1.92 -0.67 2.06
C16 -1.18 1.02 -4.07
C17 -0.71 -0.13 -4.71
C18 -1.01 2.37 -4.68
C19 -0.88 -1.40 -4.16
H20 -0.23 -0.03 -5.69
C20 -0.39 -2.63 -4.85
H21 0.25 -2.37 -5.70
H22 -1.22 -3.23 -5.22
H23 0.19 -3.27 -4.17
H24 -1.97 2.82 -4.94
H25 -0.41 2.30 -5.60
H26 -0.50 3.08 -4.00
H27 -2.49 2.93 -2.52
H28 -2.98 1.80 -1.23
O3 -1.38 2.70 5.08
C21 -0.25 1.99 5.03
C22 0.82 2.31 5.87
C23 1.99 1.55 5.79
C24 2.13 0.44 4.94
C25 1.07 0.11 4.10
C26 -0.08 0.90 4.11
C27 -1.12 0.73 3.12
O4 -2.04 1.53 2.88
O5 -1.02 -0.41 2.41
H29 -1.92 2.40 4.28
H30 0.70 3.14 6.56
H31 2.82 1.80 6.44
H32 3.04 -0.16 4.91
H33 1.08 -0.75 3.43